7
Properties=species:S:1:pos:R:3:forces:R:3 method="wB97M-V/def2-TZVPD" e_lumo_ha="-0.030 / -0.030" largest_force_ev_per_a=6.97 e_tot_ha=-530.6800 gap_ev="8.40 / 8.40" total_charge=0 multiplicity=1 smiles=C#CSN
H 0.813 0.650 -0.510 0.46 -2.23 0.14
N 1.356 -0.271 -0.461 0.71 3.27 -0.05
C -0.971 -1.770 0.063 -1.72 3.85 -1.94
C -2.282 -0.661 -0.407 4.98 -4.09 2.67
S 0.684 -1.699 0.108 -2.79 -0.40 0.15
H -2.346 -0.515 0.726 -0.47 0.47 -0.64
H 2.280 -0.007 -0.040 -1.16 -0.87 -0.32